Here is a structure of composition C30H50BrN3P2PbS from the OMol25 dataset. Energies are from ωB97M-V with the def2-TZVPD basis set.

Atoms and positions in Å:
C  -0.84  6.81  -3.79
C  -1.14  5.45  -4.01
C  -1.30  5.05  -5.36
C  -1.21  6.00  -6.39
N  -0.97  7.29  -6.15
C  -0.76  7.69  -4.89
C  -1.33  4.43  -2.99
C  -0.91  3.67  -2.03
C  -0.20  2.65  -1.31
C  0.67  2.79  -0.19
C  1.01  1.68  0.58
C  0.53  0.38  0.26
C  -0.19  0.24  -0.95
C  -0.45  1.33  -1.78
Pb  -2.85  2.89  -2.47
P  2.32  -1.38  0.12
H  -1.55  4.03  -5.62
H  -0.70  7.24  -2.80
H  -1.34  5.70  -7.43
H  -0.53  8.75  -4.76
H  -0.81  1.14  -2.80
H  1.09  3.78  0.04
H  -0.62  -0.70  -1.24
H  1.62  1.77  1.48
C  2.87  -3.03  0.67
C  3.92  -3.71  -0.22
H  1.95  -3.64  0.75
H  3.24  -2.88  1.69
H  4.50  -4.42  0.39
H  3.47  -4.27  -1.04
H  4.65  -3.01  -0.66
C  2.44  -1.41  -1.69
C  3.28  -0.28  -2.29
H  1.42  -1.39  -2.12
H  2.86  -2.39  -1.94
H  3.29  -0.44  -3.38
H  2.84  0.71  -2.11
H  4.32  -0.29  -1.94
C  3.50  -0.19  0.84
C  4.92  -0.68  1.09
H  3.05  0.16  1.78
H  3.50  0.68  0.16
H  5.51  0.17  1.46
H  4.95  -1.46  1.85
H  5.41  -1.04  0.18
Br  0.01  -0.85  1.70
P  -2.69  -2.68  -1.67
C  -0.97  -3.23  -1.32
C  -0.56  -4.49  -2.10
H  -0.86  -3.41  -0.23
H  -0.28  -2.42  -1.57
H  0.52  -4.48  -2.29
H  -0.78  -5.41  -1.54
H  -1.08  -4.55  -3.06
C  -3.37  -2.27  -0.03
C  -4.30  -3.38  0.48
H  -3.93  -1.33  -0.13
H  -2.51  -2.13  0.66
H  -4.37  -3.35  1.57
H  -5.31  -3.25  0.07
H  -3.93  -4.37  0.18
C  -2.60  -1.34  -2.88
C  -3.09  -1.90  -4.23
H  -1.57  -0.97  -2.97
H  -3.22  -0.50  -2.51
H  -3.43  -1.10  -4.90
H  -2.29  -2.45  -4.73
H  -3.93  -2.60  -4.09
C  -2.99  0.06  4.85
N  -1.65  0.16  5.41
C  -1.64  0.46  6.85
C  -0.68  0.87  4.69
S  -1.07  2.06  3.57
N  0.59  0.50  5.03
C  0.84  -0.75  5.74
C  1.74  1.08  4.36
H  -3.65  -0.31  5.64
H  -2.99  -0.64  4.00
H  -3.33  1.04  4.49
H  -1.93  -0.45  7.38
H  -0.64  0.77  7.16
H  -2.37  1.25  7.09
H  1.83  -1.11  5.44
H  0.85  -0.59  6.82
H  0.09  -1.51  5.49
H  2.23  0.33  3.73
H  1.39  1.92  3.76
H  2.47  1.43  5.11

The energy above the lowest of the compared OMol25 structures with the same formula, charge and spin comes out at 1.2907 eV. The gap between HOMO and LUMO (spin up / spin down) is 4.28 / 4.46 eV. The value obtained for the highest occupied orbital energy (spin up / spin down) is -12.118 / -12.118 eV. Its net charge is +2.

Here is a structure of composition C30H50GaP4S from the OMol25 dataset. Energies are from ωB97M-V with the def2-TZVPD basis set.

Atoms and positions in Å:
Ga  -0.43  -2.25  -1.05
P  -0.76  1.68  1.13
P  -2.52  -1.20  -1.23
P  2.81  0.81  -0.61
H  0.65  -2.21  -6.84
C  1.66  -2.39  -6.46
C  1.94  -3.31  -5.54
H  1.17  -3.98  -5.13
C  -1.03  3.19  0.06
C  -2.31  1.70  2.08
C  0.36  2.39  2.41
C  -3.18  -2.52  -2.28
C  -3.59  -1.20  0.23
C  -2.71  0.35  -2.10
C  4.11  0.23  -1.71
C  3.27  0.52  1.09
C  2.51  2.57  -0.83
H  2.46  -1.80  -6.92
H  2.98  -3.50  -5.24
H  -1.31  4.05  0.70
H  -1.84  2.99  -0.66
H  -0.12  3.43  -0.51
H  -2.53  2.72  2.42
H  -2.22  1.06  2.97
H  -3.13  1.34  1.47
H  -0.15  3.23  2.90
H  1.30  2.75  1.97
H  0.58  1.62  3.16
H  -4.23  -2.59  -2.01
H  -2.66  -3.46  -2.03
H  -3.03  -2.31  -3.35
H  -4.56  -0.81  -0.11
H  -3.20  -0.58  1.04
H  -3.73  -2.23  0.59
H  -3.75  0.42  -2.42
H  -2.06  0.38  -2.98
H  -2.47  1.19  -1.44
H  4.78  1.09  -1.83
H  3.65  -0.07  -2.66
H  4.61  -0.63  -1.25
H  4.25  1.01  1.26
H  3.40  -0.55  1.29
H  2.58  0.92  1.84
H  3.45  3.05  -1.16
H  2.14  3.08  0.07
H  1.77  2.67  -1.63
C  0.30  -1.43  -3.86
C  0.54  -0.15  -4.39
C  -0.32  0.35  -5.35
C  -1.38  -0.41  -5.84
C  -1.59  -1.71  -5.35
C  -0.70  -2.27  -4.41
S  1.39  -1.82  -2.54
H  1.70  0.14  -1.23
H  1.42  0.36  -4.06
H  -0.11  1.36  -5.70
H  -2.08  -0.03  -6.60
H  -2.41  -2.32  -5.72
H  -0.75  -3.34  -4.15
C  -1.00  -3.17  2.08
P  0.42  -2.08  1.71
C  0.54  -1.18  3.34
C  1.77  -0.84  3.91
C  1.84  -0.04  5.06
C  0.67  0.39  5.69
C  -0.56  0.04  5.15
C  -0.64  -0.74  3.99
C  1.79  -3.29  2.11
C  1.94  -3.87  3.39
C  2.97  -4.77  3.65
C  3.87  -5.12  2.65
C  3.73  -4.57  1.36
C  2.68  -3.67  1.09
H  -1.96  -2.67  2.14
H  -0.79  -3.67  3.03
H  -1.08  -3.92  1.29
H  2.71  -1.20  3.47
H  2.82  0.24  5.47
H  0.72  1.02  6.59
H  -1.49  0.37  5.63
H  -1.62  -1.01  3.58
H  1.23  -3.64  4.18
H  3.06  -5.21  4.64
H  4.69  -5.82  2.85
H  4.41  -4.85  0.56
H  2.54  -3.29  0.07

The gap between HOMO and LUMO is 4.78 eV. The value obtained for the highest occupied orbital energy is -16.073 eV. Its net charge is +3.

Here is a structure of composition C30H50IrP4S from the OMol25 dataset. Energies are from ωB97M-V with the def2-TZVPD basis set.

Atoms and positions in Å:
Ir  0.31  0.68  -0.24
P  -0.53  2.72  0.85
P  -2.04  0.12  -0.34
P  2.36  1.57  -0.17
H  1.89  0.67  -4.61
C  2.53  0.31  -3.80
C  2.59  -1.05  -3.63
H  2.52  -1.66  -4.53
C  -0.93  3.95  -0.47
C  -2.04  2.88  1.92
C  0.61  3.70  1.93
C  -2.22  -1.56  -1.05
C  -3.20  0.02  1.08
C  -2.99  1.19  -1.49
C  3.45  0.40  -0.97
C  3.19  1.78  1.43
C  2.39  3.04  -1.24
H  3.31  0.99  -3.46
H  2.92  -1.54  -2.71
H  -1.51  4.78  -0.03
H  -1.52  3.47  -1.25
H  0.00  4.34  -0.90
H  -1.98  3.79  2.54
H  -2.13  2.03  2.60
H  -2.95  2.95  1.31
H  0.05  4.47  2.49
H  1.39  4.20  1.35
H  1.09  3.04  2.67
H  -3.06  -1.57  -1.76
H  -2.41  -2.30  -0.26
H  -1.32  -1.84  -1.60
H  -3.87  0.90  1.09
H  -2.66  -0.05  2.03
H  -3.83  -0.87  0.96
H  -3.64  0.55  -2.10
H  -2.29  1.72  -2.14
H  -3.60  1.92  -0.95
H  4.17  0.95  -1.57
H  2.83  -0.17  -1.65
H  3.94  -0.30  -0.28
H  3.27  2.85  1.68
H  4.19  1.36  1.33
H  2.66  1.26  2.24
H  3.40  3.09  -1.69
H  2.20  3.96  -0.67
H  1.64  2.95  -2.05
C  -0.45  -1.65  -4.01
C  -0.27  -0.38  -3.42
C  -0.79  0.76  -4.04
C  -1.72  0.61  -5.07
C  -2.03  -0.66  -5.56
C  -1.36  -1.78  -5.05
S  0.44  -3.08  -3.53
H  -0.60  -3.75  -3.03
H  0.36  -0.30  -2.52
H  -0.52  1.76  -3.70
H  -2.21  1.50  -5.49
H  -2.73  -0.77  -6.39
H  -1.49  -2.78  -5.46
C  2.33  -1.73  1.26
P  0.68  -0.94  1.41
C  -0.32  -2.50  1.41
C  -1.42  -2.64  2.27
C  -2.18  -3.82  2.26
C  -1.82  -4.88  1.42
C  -0.71  -4.75  0.58
C  0.02  -3.56  0.55
C  0.70  -0.62  3.24
C  0.21  0.59  3.75
C  0.18  0.81  5.13
C  0.64  -0.18  6.01
C  1.13  -1.39  5.50
C  1.15  -1.61  4.12
H  2.54  -1.94  0.21
H  2.39  -2.66  1.83
H  3.10  -1.06  1.65
H  -1.68  -1.84  2.98
H  -3.04  -3.90  2.92
H  -2.39  -5.82  1.46
H  -0.40  -5.59  -0.05
H  0.88  -3.48  -0.12
H  -0.18  1.36  3.06
H  -0.21  1.75  5.53
H  0.60  -0.01  7.09
H  1.49  -2.16  6.19
H  1.52  -2.57  3.73

The energy above the lowest of the compared OMol25 structures with the same formula, charge and spin comes out at 0.4754 eV. The spin multiplicity is 6. The gap between HOMO and LUMO (spin up / spin down) is 6.84 / 4.16 eV. The value obtained for the highest occupied orbital energy (spin up / spin down) is -17.802 / -19.399 eV. As for the expectation value of S²: 8.80. Its net charge is +4.

Here is a structure of composition C30H50OP4Sn from the OMol25 dataset. Energies are from ωB97M-V with the def2-TZVPD basis set.

Atoms and positions in Å:
Sn  0.45  0.12  -0.15
P  2.48  0.92  1.59
P  -0.48  2.26  -1.30
P  2.32  -0.64  -1.87
H  -1.00  -2.32  0.34
C  0.03  -2.58  0.10
C  0.96  -2.77  1.07
H  0.72  -2.54  2.12
C  2.32  1.30  3.37
C  3.27  2.48  1.07
C  4.01  -0.08  1.72
C  -1.78  1.60  -2.39
C  -1.25  3.52  -0.25
C  0.73  3.10  -2.36
C  3.19  -2.22  -1.64
C  3.68  0.51  -2.24
C  1.48  -0.83  -3.48
H  0.18  -2.96  -0.93
H  1.95  -3.19  0.86
H  1.98  0.42  3.93
H  1.63  2.13  3.55
H  3.33  1.58  3.70
H  2.55  3.31  1.09
H  3.72  2.41  0.08
H  4.05  2.67  1.82
H  3.79  -1.05  2.18
H  4.68  0.50  2.38
H  4.49  -0.23  0.75
H  -2.26  2.43  -2.93
H  -2.55  1.10  -1.79
H  -1.39  0.89  -3.12
H  -1.76  4.27  -0.87
H  -0.49  4.03  0.35
H  -1.99  3.07  0.44
H  0.27  3.99  -2.81
H  1.10  2.45  -3.16
H  1.60  3.43  -1.76
H  3.77  -2.42  -2.55
H  2.50  -3.05  -1.47
H  3.89  -2.16  -0.79
H  4.18  0.14  -3.14
H  4.41  0.54  -1.42
H  3.30  1.52  -2.43
H  2.21  -1.25  -4.19
H  1.12  0.13  -3.87
H  0.63  -1.52  -3.39
C  -1.64  -0.99  -6.07
C  -2.68  -1.21  -7.01
C  -2.99  -2.54  -7.31
C  -2.23  -3.60  -6.80
C  -1.05  -3.30  -6.12
C  -0.68  -1.99  -5.88
O  -1.56  0.02  -5.11
H  -2.11  0.79  -5.32
H  -3.24  -0.40  -7.50
H  -3.85  -2.79  -7.93
H  -2.52  -4.63  -6.93
H  -0.41  -4.10  -5.75
H  0.30  -1.74  -5.45
C  -2.94  0.41  1.64
P  -1.26  0.28  2.33
C  -1.49  1.45  3.76
C  -0.97  2.73  3.53
C  -1.10  3.74  4.49
C  -1.80  3.48  5.67
C  -2.31  2.20  5.93
C  -2.16  1.19  4.97
C  -1.44  -1.28  3.27
C  -2.32  -2.31  2.93
C  -2.21  -3.55  3.58
C  -1.26  -3.72  4.59
C  -0.43  -2.65  4.98
C  -0.55  -1.42  4.34
H  -3.16  1.43  1.32
H  -3.64  0.12  2.44
H  -3.07  -0.26  0.78
H  -0.44  2.94  2.59
H  -0.66  4.72  4.30
H  -1.94  4.28  6.40
H  -2.81  1.99  6.87
H  -2.57  0.20  5.18
H  -3.11  -2.16  2.18
H  -2.87  -4.36  3.30
H  -1.18  -4.67  5.10
H  0.29  -2.76  5.79
H  0.03  -0.55  4.68

The gap between HOMO and LUMO (spin up / spin down) is 4.87 / 4.07 eV. The value obtained for the highest occupied orbital energy (spin up / spin down) is -17.840 / -17.657 eV. Its net charge is +4.

Here is a structure of composition C30H50P2Yb from the OMol25 dataset. Energies are from ωB97M-V with the def2-TZVPD basis set.

Atoms and positions in Å:
Yb  -1.22  -0.09  -2.19
C  -2.36  1.71  0.17
C  -3.12  0.98  -0.78
C  -2.51  -0.47  0.89
C  -2.01  0.81  1.21
C  -3.18  -0.38  -0.35
C  -2.11  3.16  0.12
H  -1.81  3.49  -0.88
H  -1.32  3.45  0.81
H  -3.01  3.74  0.38
C  -1.33  1.12  2.49
H  -1.02  2.17  2.56
H  -0.43  0.51  2.70
H  -2.00  0.93  3.34
C  -2.43  -1.66  1.77
H  -3.17  -2.42  1.48
H  -2.63  -1.38  2.82
H  -1.43  -2.11  1.74
C  -3.73  -1.51  -1.15
H  -4.83  -1.48  -1.20
H  -3.45  -2.47  -0.71
H  -3.38  -1.52  -2.21
C  -3.60  1.47  -2.11
H  -4.69  1.56  -2.11
H  -3.36  0.77  -2.95
H  -3.18  2.46  -2.36
C  0.81  0.79  -2.63
C  -0.11  1.66  -3.14
C  -0.38  1.76  -4.62
C  -1.39  0.75  -5.26
C  -1.72  -0.47  -4.42
C  -0.75  -1.36  -4.06
C  0.71  -1.13  -4.40
C  1.56  -0.18  -3.49
H  0.57  1.69  -5.18
H  -0.97  0.45  -6.23
H  -0.78  2.77  -4.81
H  2.26  0.37  -4.15
H  1.10  0.82  -1.57
H  -0.60  2.42  -2.50
H  2.21  -0.81  -2.85
H  1.22  -2.11  -4.38
H  -1.00  -2.37  -3.67
H  0.84  -0.79  -5.44
H  -2.33  1.28  -5.50
H  -2.79  -0.72  -4.34
P  1.80  2.24  1.06
C  1.62  3.32  2.55
H  2.57  3.80  2.82
H  1.29  2.70  3.39
H  0.86  4.09  2.36
C  3.55  1.70  1.27
H  4.15  2.43  1.82
H  4.01  1.51  0.28
H  3.54  0.75  1.83
C  1.98  3.55  -0.23
H  2.22  3.09  -1.19
H  2.75  4.29  0.03
H  1.01  4.07  -0.33
P  1.28  -2.56  0.51
C  0.08  -3.81  -0.15
H  0.47  -4.82  -0.01
H  -0.09  -3.63  -1.23
H  -0.88  -3.70  0.36
C  2.68  -2.96  -0.60
H  2.38  -2.86  -1.65
H  3.01  -3.99  -0.41
H  3.50  -2.27  -0.40
C  1.79  -3.37  2.07
H  2.59  -4.10  1.87
H  0.93  -3.87  2.55
H  2.16  -2.60  2.76
C  2.17  -1.61  6.07
C  0.86  -1.94  5.72
C  0.16  -1.16  4.74
C  0.86  -0.15  4.15
C  2.12  0.24  4.46
C  2.81  -0.53  5.45
H  2.70  -2.19  6.83
H  0.35  -2.78  6.19
H  -0.89  -1.37  4.50
H  2.61  1.09  4.00
H  3.84  -0.26  5.72

The spin multiplicity is 2. The gap between HOMO and LUMO (spin up / spin down) is 5.48 / 5.59 eV. The value obtained for the highest occupied orbital energy (spin up / spin down) is -9.284 / -9.397 eV. As for the expectation value of S²: 0.76. Its net charge is +1.

Calculated values (hartree) of E_tot for the records, taken in order: -5184.334743, -4860.509364, -3039.380638, -2826.574562, -3014.058678.